# 1
10 unconnected molecules or ions with the total composition C35H49FN3O29 at a distorted geometry. Source: OMol25; level of theory: ωB97M-V/def2-TZVPD.

```
! wB97M-V def2-TZVPD RIJCOSX def2/J DEFGRID3
* xyz 1 1
C 3.139 -3.559 3.025
C 2.761 -2.863 1.762
C 1.674 -3.380 0.649
N 0.815 -4.595 0.922
C -0.094 -4.604 -0.325
N -0.710 -5.758 -0.826
F -0.546 -6.995 -0.234
N -0.226 -3.189 -0.926
C 0.580 -2.331 0.025
C -0.164 -1.234 0.989
C -1.356 -1.844 1.940
O -2.349 -2.670 1.232
C -2.579 -3.916 2.032
O -2.818 -5.112 1.458
H 2.915 -4.715 3.083
H 3.628 -2.922 3.876
H 3.337 -1.849 1.512
H 2.275 -3.710 -0.322
H 1.368 -5.472 1.047
H -1.348 -5.736 -1.673
H 0.377 -3.121 -1.800
H 1.200 -1.636 -0.719
H 0.641 -0.762 1.733
H -0.576 -0.331 0.360
H -1.955 -0.902 2.363
H -0.916 -2.380 2.912
H -2.571 -3.856 3.218
C 3.914 -4.609 -3.975
C 4.938 -4.731 -2.893
O 4.852 -3.488 -2.223
C 3.605 -2.990 -2.468
O 3.130 -2.016 -1.907
O 2.959 -3.724 -3.420
H 3.454 -5.570 -4.222
H 4.321 -4.163 -4.888
H 4.704 -5.532 -2.184
H 5.945 -4.889 -3.289
C 1.947 0.857 -3.722
C 0.460 0.781 -3.597
O 0.123 2.004 -2.971
C 1.132 2.881 -3.244
O 1.090 4.076 -3.003
O 2.194 2.247 -3.823
H 2.318 0.333 -4.607
H 2.462 0.470 -2.837
H -0.040 0.732 -4.570
H 0.137 -0.068 -2.988
C 2.675 -5.346 7.766
C 1.814 -4.542 6.847
O 2.705 -4.162 5.815
C 3.718 -5.077 5.809
O 4.572 -5.155 4.941
O 3.651 -5.895 6.900
H 2.117 -6.138 8.273
H 3.177 -4.728 8.517
H 1.001 -5.132 6.412
H 1.392 -3.661 7.338
C 4.175 4.170 -5.529
C 3.314 4.974 -6.448
O 4.205 5.353 -7.480
C 5.218 4.438 -7.486
O 6.072 4.361 -8.354
O 5.151 3.621 -6.395
H 3.617 3.378 -5.022
H 4.677 4.788 -4.778
H 2.501 4.384 -6.882
H 2.892 5.855 -5.957
C -5.184 0.959 2.028
C -5.099 1.748 0.762
O -3.759 2.202 0.750
C -3.041 1.338 1.526
O -1.823 1.329 1.602
O -3.862 0.485 2.205
H -5.888 0.125 1.954
H -5.456 1.578 2.890
H -5.272 1.132 -0.127
H -5.795 2.591 0.750
C -0.639 -2.371 -5.929
C -0.764 -3.851 -5.759
O 0.459 -4.342 -6.274
C 1.365 -3.325 -6.184
O 2.562 -3.449 -6.381
O 0.757 -2.151 -5.844
H -1.167 -1.816 -5.150
H -0.991 -2.032 -6.909
H -0.848 -4.144 -4.707
H -1.611 -4.263 -6.312
C 0.677 7.283 -1.848
C -0.810 7.206 -1.722
O -1.147 8.429 -1.096
C -0.138 9.307 -1.370
O -0.180 10.502 -1.129
O 0.924 8.673 -1.949
H 1.048 6.758 -2.733
H 1.192 6.895 -0.963
H -1.310 7.157 -2.696
H -1.133 6.357 -1.114
C -4.015 6.155 3.626
C -3.445 5.084 2.753
O -4.429 4.069 2.797
C -5.609 4.675 3.120
O -6.698 4.127 3.080
O -5.412 5.973 3.493
H -3.721 7.157 3.301
H -3.740 6.026 4.678
H -3.322 5.412 1.715
H -2.486 4.711 3.124
C -3.626 1.613 6.131
C -4.831 0.961 6.728
O -4.480 -0.409 6.756
C -3.116 -0.469 6.759
O -2.471 -1.487 6.950
O -2.568 0.758 6.521
H -3.468 2.625 6.513
H -3.668 1.648 5.037
H -5.025 1.298 7.752
H -5.731 1.119 6.126
*
```

Output
- gap between HOMO and LUMO (eV) = 7.89
- LUMO level (eV) = -3.910

***

# 2
A molecular structure, C3H2NOS2 at a distorted geometry. Source: OMol25; level of theory: ωB97M-V/def2-TZVPD.

```
! wB97M-V def2-TZVPD RIJCOSX def2/J DEFGRID3
* xyz -1 3
C -1.268 0.435 -0.741
C -0.068 -1.287 0.098
C 0.921 0.379 0.604
N -1.123 -0.810 -0.570
O 0.307 -2.368 0.370
S 2.452 0.545 -0.177
S -0.385 1.599 0.232
H -1.849 0.875 -1.459
H 1.013 0.633 1.642
*
```

Output
- energy relative to the best compared isomer or geometry (same formula, charge and spin) (eV) = 0.511
- gap between HOMO and LUMO (alpha / beta) (eV) = 5.05 / 6.61
- LUMO level (alpha / beta) (eV) = 3.507 / 2.276